The molecule C5H14N2S in a non-equilibrium geometry, computed with ωB97M-V/def2-TZVPD.

## Properties
SMILES = CCNC[C@H](N)CS
frontier orbital gap = 9.58 eV

Each line ends with the Mulliken charge.
CARTESIAN COORDINATES (ANGSTROEM)
N 1.513163 -0.893502 1.761263  -0.61
C 0.396870 -0.507136 0.917859  0.49
C 0.703301 -1.130739 -0.439225  -0.96
S 0.433518 -2.917795 -0.323528  -0.18
C 0.162346 1.029193 0.864272  -1.06
N -0.753529 1.397127 -0.240423  -0.16
C -1.018990 2.846934 -0.448512  -0.45
C -1.938073 3.050350 -1.671061  -1.25
H 2.170764 -1.223047 1.147367  0.27
H 1.367843 -1.513090 2.522429  0.24
H -0.579273 -0.939969 1.230230  0.25
H 0.100425 -0.724482 -1.377251  0.32
H 1.768405 -0.774530 -0.808433  0.37
H 1.583449 -3.336421 0.306606  0.11
H -0.242546 1.532107 1.777961  0.38
H 1.111723 1.556667 0.687589  0.33
H -1.670335 0.910447 -0.065368  0.21
H -1.390797 3.326624 0.473011  0.34
H -0.009612 3.239931 -0.722334  0.31
H -2.882290 2.717552 -1.395070  0.37
H -1.528696 2.618316 -2.631389  0.25
H -1.885527 4.037623 -1.954787  0.43

Cartesian forces (eV/Å) of the 2 atoms listed first:
-1.51 2.00 1.14
-1.34 0.63 0.06

---

The ion C5H14N2S with charge +1 in a non-equilibrium geometry, computed with ωB97M-V/def2-TZVPD.

## Properties
multiplicity = 2
net charge = +1
frontier orbital gap (alpha / beta) = 9.61 / 4.91 eV

Each line ends with the Mulliken spin population.
CARTESIAN COORDINATES (ANGSTROEM)
C -0.788850 1.303486 -1.765887  0.00
N -0.716176 0.451520 -0.572939  0.02
C 0.452850 -0.403443 -0.442290  0.03
C 0.310074 -1.825886 -1.003185  0.00
S 0.526970 -1.992587 -2.802883  0.01
C 0.754446 -0.553113 1.050648  0.02
N 0.702653 0.702105 1.734593  0.79
C -0.174426 0.969069 2.854406  0.02
H 0.207981 1.596713 -2.095268  0.00
H -1.356274 2.215489 -1.560688  0.00
H -1.376463 0.851824 -2.567014  0.00
H -1.569186 -0.090845 -0.523076  0.00
H 1.269150 0.057602 -0.987830  0.00
H -0.656034 -2.277798 -0.765850  0.00
H 1.065578 -2.467037 -0.554182  0.00
H -0.162698 -0.903045 -3.152980  0.00
H 1.800994 -0.815337 1.159103  0.06
H 0.158504 -1.298989 1.558248  0.02
H 0.690420 1.481117 1.064984  -0.03
H 0.223290 1.801528 3.421140  0.01
H -1.182680 1.107088 2.456198  0.05
H -0.180131 0.090533 3.494758  0.01

Cartesian forces (eV/Å) of the 2 atoms listed first:
-0.61 0.39 -0.09
0.00 0.43 -0.05

---

The ion C5H14N3 with charge +1 in a non-equilibrium geometry, computed with ωB97M-V/def2-TZVPD.

## Properties
SMILES = CC(C)N(C)C(N)=[NH2+]
net charge = +1
frontier orbital gap = 10.07 eV

Each line ends with the Mulliken charge.
CARTESIAN COORDINATES (ANGSTROEM)
C -1.552386 0.220995 -0.002820  0.52
C 1.195794 1.248600 -0.775375  -1.05
C 2.030733 -0.323941 1.072250  -1.83
C -0.134181 -1.720830 -0.753638  -1.25
C 0.897584 0.399332 0.465143  0.08
N -2.605737 -0.525650 -0.173957  -0.35
N -0.138045 -0.602088 0.206514  0.05
N -1.527988 1.480300 0.321730  -0.28
H 1.375889 0.524550 -1.570411  0.26
H 0.328377 1.845654 -1.001346  0.45
H 2.093069 1.725496 -0.447341  0.40
H 2.845476 0.381527 1.457379  0.38
H 2.577884 -0.903448 0.446773  0.48
H 1.677680 -0.844308 1.925390  0.46
H -0.393767 -2.538336 -0.129660  0.47
H -0.777902 -1.765306 -1.555124  0.48
H 0.895100 -1.986824 -1.078667  0.35
H 0.528450 1.086942 1.206313  0.45
H -2.656328 -1.465303 -0.502168  0.27
H -3.498549 -0.004232 -0.351378  0.25
H -2.477800 1.891146 0.484192  0.27
H -0.683346 1.875724 0.756193  0.13

Cartesian forces (eV/Å) of the 2 atoms listed first:
5.97 -3.96 2.04
0.19 -1.91 0.89

---

A cluster of 2 separate species, C5H14N3 in total in a non-equilibrium geometry, computed with ωB97M-V/def2-TZVPD.

## Properties
net charge = +1
frontier orbital gap = 9.08 eV

Each line ends with the Mulliken charge.
CARTESIAN COORDINATES (ANGSTROEM)
C -0.608295 -1.018312 0.559386  -0.56
C 0.855603 -1.076836 0.159658  -0.80
C -1.156835 1.275369 -0.211125  0.32
C -2.809906 -0.509789 -0.087586  -1.25
C 2.930260 0.228466 -0.290655  -0.96
N -1.483480 0.037281 -0.023834  -0.08
N -0.042592 1.951209 -0.301143  -0.28
N 1.590177 0.098376 0.366368  -0.43
H -1.078976 -1.954620 0.126630  0.46
H -0.699651 -1.196213 1.728945  0.27
H 1.160060 -2.041630 0.648700  0.33
H 0.952294 -1.293568 -0.886714  0.41
H -2.768261 2.239507 -0.609056  0.29
H -2.922291 -0.939626 -1.100894  0.31
H -2.958468 -1.273842 0.693717  0.38
H -3.481694 0.249363 0.160671  0.56
H 3.585478 0.951927 0.338810  0.31
H 3.438461 -0.732989 -0.237294  0.39
H 2.883462 0.532795 -1.347187  0.32
H 0.793182 1.375692 -0.081371  0.48
H -0.052096 2.817187 -0.905713  0.29
H 1.873559 0.280251 1.299687  0.23

Cartesian forces (eV/Å) of the 2 atoms listed first:
-0.04 -2.01 0.76
-0.84 -2.00 -0.15

---

The ion C5H14N3 with charge +1 in a non-equilibrium geometry, computed with ωB97M-V/def2-TZVPD.

## Properties
SMILES = NCCCCNC=[NH2+]
net charge = +1
frontier orbital gap = 10.71 eV

Each line ends with the Mulliken charge.
CARTESIAN COORDINATES (ANGSTROEM)
C 1.752693 0.891935 -0.801513  -0.75
C 1.398703 -0.468819 -0.200377  -0.50
C 0.860759 -0.466035 1.238417  -0.60
C -0.648071 -0.236729 1.384923  -0.77
N -1.463195 -1.248419 0.750328  -0.03
C -2.114672 -1.089541 -0.385641  -0.02
N -1.917502 -0.108532 -1.216398  -0.19
N 0.624003 1.858019 -0.750657  -0.60
H 1.972622 0.721989 -1.855769  0.38
H 2.646137 1.291162 -0.359756  0.41
H 2.319557 -1.034969 -0.174985  0.34
H 0.712904 -1.004771 -0.847755  0.29
H 1.065727 -1.433703 1.677992  0.37
H 1.357674 0.274806 1.858293  0.33
H -0.955407 0.744239 1.012121  0.42
H -0.905299 -0.208152 2.444316  0.36
H -1.713754 -2.105948 1.233123  0.27
H -2.836069 -1.860026 -0.638309  0.39
H -2.505276 -0.021587 -2.020896  0.26
H -1.123179 0.591688 -1.131068  0.18
H 0.642081 2.303584 0.158776  0.21
H 0.829567 2.609810 -1.375155  0.25

Cartesian forces (eV/Å) of the 2 atoms listed first:
-0.90 -0.34 -0.59
0.18 0.54 0.57

---

A cluster of 2 separate species, C5H14N3 in total in a non-equilibrium geometry, computed with ωB97M-V/def2-TZVPD.

## Properties
net charge = +1
frontier orbital gap = 5.47 eV

Each line ends with the Mulliken charge.
CARTESIAN COORDINATES (ANGSTROEM)
C 1.396785 -1.107943 2.629461  -1.32
C 0.535779 -0.466285 1.542048  -0.29
C 1.345313 -0.585210 0.203844  -0.58
C 0.546802 0.030496 -0.916269  0.59
C 0.100130 -0.862654 -1.929350  -0.23
N -0.725242 -0.564734 -2.924790  -0.27
N 0.173857 1.272586 -0.831786  -0.61
N -2.665664 1.892735 1.484578  -0.61
H 1.614136 -2.146760 2.448806  0.37
H 0.853538 -1.057513 3.588674  0.36
H 2.279239 -0.505443 2.790548  0.37
H -0.401191 -0.987134 1.346031  0.34
H 1.526085 -1.619545 -0.073052  0.36
H 2.225049 0.041964 0.332853  0.34
H 0.441893 -1.882493 -2.041689  0.40
H -1.349031 -1.295774 -3.250199  0.32
H -1.127440 0.368301 -2.893448  0.28
H 0.271390 1.852961 -1.672012  0.29
H -2.433745 2.480011 2.268996  0.22
H -2.011463 1.926363 0.717212  0.17
H 0.478751 0.579745 1.801987  0.26
H -3.574513 2.135487 1.116516  0.23

Cartesian forces (eV/Å) of the 2 atoms listed first:
-1.34 0.40 0.95
1.67 -1.10 -0.62

---

A cluster of 2 separate species, C5H14NO in total in a non-equilibrium geometry, computed with ωB97M-V/def2-TZVPD.

## Properties
multiplicity = 2
frontier orbital gap (alpha / beta) = 4.08 / 10.34 eV

Each line ends with the Mulliken spin population.
CARTESIAN COORDINATES (ANGSTROEM)
C -0.831706 -0.593912 -1.478430  0.73
C 0.460298 -0.012389 -1.000977  0.25
C 1.133678 -0.589248 0.290295  0.14
C 0.694622 -1.565477 1.080862  -0.16
C 2.417083 -0.064347 0.594625  0.17
N -1.950864 0.080552 -0.541916  2.29
H -1.102760 -0.252309 -2.446841  -0.56
H -0.905525 -1.635650 -1.312590  0.08
H 0.589718 1.107515 -0.899138  -0.35
H 1.164056 -0.313671 -1.832628  0.01
H -0.373995 -1.916259 0.870366  -0.21
H 1.138252 -1.984315 1.902985  0.04
H 3.120033 -0.438038 -0.255442  -0.02
H 2.569761 1.011283 0.453783  -0.01
H 2.835619 -0.331353 1.623753  0.00
H -1.858500 1.246730 -0.544684  0.03
H -2.822102 0.100409 -0.949824  -1.06
H -1.810127 -0.330699 0.363662  -0.28
H -0.742969 1.288204 1.178748  -0.06
H -1.628407 2.489297 1.561649  -0.02
O -1.220107 2.043403 0.895170  0.00

Cartesian forces (eV/Å) of the 2 atoms listed first:
-1.69 2.82 2.50
2.83 -0.46 0.19

---

A cluster of 2 separate species, C5H14NO in total in a non-equilibrium geometry, computed with ωB97M-V/def2-TZVPD.

## Properties
net charge = +1
frontier orbital gap = 8.75 eV

Each line ends with the Mulliken charge.
CARTESIAN COORDINATES (ANGSTROEM)
C -2.330009 -0.680329 -2.041985  -0.96
C -1.565427 -1.052042 -0.705745  -0.40
C -1.457107 0.142190 0.354767  -0.84
C -0.393927 1.004240 -0.160849  -0.35
C 1.185209 -0.488841 1.356529  -0.30
N 0.956645 0.503890 0.454878  -0.04
H -3.412791 -0.674487 -1.938601  0.32
H -1.940870 0.351021 -2.281905  0.26
H -2.011523 -1.423142 -2.787861  0.31
H -2.113921 -1.810559 -0.116554  0.32
H -0.532882 -1.371404 -1.005989  0.32
H -2.367450 0.779130 0.415286  0.35
H -1.117848 -0.037740 1.309787  0.44
H -0.315801 1.123435 -1.291287  0.26
H -0.398611 2.085677 0.059040  0.39
H 1.876218 -1.300934 1.088133  0.33
H 0.708867 -0.352405 2.383541  0.31
H 1.830386 0.828748 0.084859  0.27
H 4.525753 1.463495 2.044665  0.35
H 4.592029 -0.006424 1.539250  0.34
O 4.283053 0.916489 1.240051  -0.67

Cartesian forces (eV/Å) of the 2 atoms listed first:
1.67 0.56 1.35
-1.01 0.22 1.15

---

A cluster of 2 separate species, C5H14NO in total in a non-equilibrium geometry, computed with ωB97M-V/def2-TZVPD.

## Properties
net charge = +1
frontier orbital gap = 13.00 eV

Each line ends with the Mulliken charge.
CARTESIAN COORDINATES (ANGSTROEM)
C -0.472891 1.885347 0.254955  -1.42
C -0.236941 0.575011 -0.488694  0.15
N 0.420161 -0.382117 0.490595  -0.14
C 0.097207 -1.776488 0.073524  -0.54
C -1.379493 -1.638933 -0.289241  -0.62
C -1.500809 -0.185696 -0.893154  -0.64
H 0.386433 2.217202 0.830120  0.33
H -1.365375 1.789878 0.880864  0.41
H -0.766501 2.676355 -0.431248  0.40
H 0.479815 0.714432 -1.288816  0.35
H -0.164475 -0.229370 1.309002  0.40
H 1.403835 -0.168705 0.706285  0.30
H 0.733177 -1.994630 -0.783655  0.36
H 0.304647 -2.457394 0.892085  0.39
H -1.733007 -2.380369 -0.988476  0.36
H -1.992445 -1.647343 0.613392  0.29
H -2.442164 0.279730 -0.630444  0.38
H -1.495132 -0.350496 -1.970423  0.28
H 2.981648 1.368903 1.239944  0.31
H 3.756099 0.959978 -0.035383  0.30
O 2.986202 0.744696 0.508767  -0.65

Cartesian forces (eV/Å) of the 2 atoms listed first:
-0.78 -0.03 -0.37
0.19 0.36 0.60

---

A cluster of 2 separate species, C5H14NO in total in a non-equilibrium geometry, computed with ωB97M-V/def2-TZVPD.

## Properties
net charge = +1
frontier orbital gap = 12.96 eV

Each line ends with the Mulliken charge.
CARTESIAN COORDINATES (ANGSTROEM)
C 0.904981 -0.058947 2.038062  -1.36
C 0.373780 0.529027 0.752335  0.16
N -0.187317 -0.548629 -0.180551  -0.17
C -0.959630 0.212906 -1.188254  -0.59
C -1.656425 1.300023 -0.389790  -0.47
C -0.849282 1.412634 0.917804  -0.79
H 1.957994 -0.301116 2.022137  0.35
H 0.362738 -0.969757 2.321835  0.36
H 0.779921 0.685200 2.820609  0.38
H 1.128863 0.970399 0.108332  0.41
H -0.686478 -1.195809 0.429440  0.44
H 0.620844 -1.092453 -0.526215  0.24
H -0.234063 0.626961 -1.870970  0.30
H -1.605672 -0.469877 -1.748692  0.41
H -1.732245 2.231579 -0.945185  0.32
H -2.676573 0.997303 -0.167504  0.28
H -1.455240 1.058878 1.755765  0.36
H -0.551545 2.422740 1.155375  0.40
H 2.560297 -1.552626 -1.924844  0.31
H 2.126311 -2.938022 -1.471504  0.31
O 1.798215 -2.035429 -1.568450  -0.66

Cartesian forces (eV/Å) of the 2 atoms listed first:
0.08 0.03 0.17
-0.58 -0.54 -0.44

---

A cluster of 2 separate species, C5H14NO in total in a non-equilibrium geometry, computed with ωB97M-V/def2-TZVPD.

## Properties
net charge = +1
frontier orbital gap = 10.24 eV

Each line ends with the Mulliken charge.
CARTESIAN COORDINATES (ANGSTROEM)
C -1.637483 1.766954 -0.975798  -1.15
C -1.872825 0.415202 -0.287282  -0.40
C -0.709043 -0.073791 0.598621  -0.95
C 0.678896 -0.057186 -0.004674  -0.42
C 1.743686 -1.694992 -1.508355  -0.15
N 0.738670 -1.045098 -1.100346  0.08
H -2.579633 2.276634 -1.115694  0.36
H -0.976925 2.378427 -0.358019  0.30
H -1.160237 1.630893 -1.949092  0.29
H -2.776181 0.450798 0.323396  0.38
H -2.068857 -0.378187 -1.025204  0.30
H -0.695472 0.510962 1.519846  0.37
H -0.988675 -1.082092 0.927199  0.39
H 1.034693 0.912553 -0.337818  0.28
H 1.337178 -0.378424 0.804608  0.50
H 1.636111 -2.541264 -2.166814  0.28
H 2.762611 -1.488057 -1.202025  0.30
H -0.159537 -1.366476 -1.453369  0.26
H 1.792115 -0.706585 3.582947  0.29
H 2.122808 0.673791 2.971540  0.30
O 1.778103 -0.204056 2.756332  -0.62

Cartesian forces (eV/Å) of the 2 atoms listed first:
0.32 -0.62 0.22
0.36 -0.27 -0.24

---

One value per record, in order, for ΔE to the lowest compared entry with this formula, charge and spin: 114.3; 105.7; 262.0; 533.0; 29.0; 365.3; 375.1; 404.0; 19.8; 8.7; 146.8 kJ/mol.
One value per record, in order, for E: -706.54658; -706.27123; -362.87939; -362.77616; -362.96811; -362.84005; -328.69426; -328.53236; -328.67868; -328.68291; -328.63032 hartree.